(1)
105
Properties=species:S:1:pos:R:3:forces:R:3:mulliken_charge:R:1 method="wB97M-V/def2-TZVPD" charge=-2 homo_lumo_gap_ev=4.51 relative_energy_kj_mol=88.1
C 3.1131 -2.4312 -6.3854 0.147 -0.011 -0.376 -0.694
H 2.2745 4.0296 0.7084 -0.002 -0.019 -0.009 0.486
C -2.7146 4.4525 -2.2456 -0.234 0.545 -0.119 0.523
C -1.2743 -1.5563 6.1030 -0.118 -0.224 0.178 -0.836
H -0.9079 -1.9171 7.0562 0.025 0.003 0.023 0.360
C -3.8302 -0.5961 1.8988 -0.651 -0.236 -0.266 -0.692
Rb -1.3914 1.2766 0.2247 0.150 -0.832 -0.448 0.523
C 3.1035 4.4259 2.6260 -0.244 -0.145 -0.539 -0.901
H 2.8040 3.4862 7.8271 -0.035 -0.021 -0.010 0.373
C -0.6244 -3.7409 -3.8303 -0.093 0.046 -0.173 0.210
O 0.4867 2.3626 1.3394 0.914 0.666 0.473 -0.052
C -2.4110 -2.1113 5.5441 0.063 0.005 -0.029 -0.650
C 2.4050 -2.6482 -5.2173 -0.015 -0.142 0.382 -0.150
C -2.2257 -0.6456 3.6357 0.539 0.417 0.083 0.587
N -3.1018 -0.7841 -1.2783 -0.240 0.404 0.323 0.663
H 1.6383 0.0316 1.6893 -0.003 0.100 0.055 -0.557
C 3.1373 -1.5297 1.7868 -0.032 0.012 -0.195 -0.771
C 0.8823 -2.6196 1.8260 0.132 -0.094 -0.158 -0.207
C -2.5439 5.7437 -2.7528 0.013 -0.091 -0.098 -0.640
H -3.7165 -1.6241 1.5363 0.012 0.040 0.005 0.366
H -0.4476 4.3205 0.0553 0.192 -0.036 0.019 0.318
O -3.8640 1.7950 -0.3389 -0.468 -0.032 0.381 -0.821
C 0.6909 -4.5678 -2.0391 0.196 -0.047 0.093 -0.244
H -0.9619 -0.5567 -3.5492 -0.200 -0.071 -0.178 0.271
O -2.6362 -0.1180 2.4558 0.400 -0.007 0.497 0.027
H 4.3254 -1.0555 -7.5076 0.014 -0.007 0.043 0.338
C -0.2544 -0.5398 -2.7272 1.062 -0.767 0.101 -0.762
H 2.6627 -3.3982 2.7758 0.008 -0.055 -0.077 0.538
H -5.0504 0.5006 -3.6654 0.003 0.039 -0.054 0.569
H 1.8695 -3.5809 -5.0898 -0.042 -0.076 -0.042 0.290
H 1.2717 2.3462 6.2624 0.000 -0.052 0.058 0.406
C 0.0780 -5.8057 -2.1483 -0.028 -0.278 0.083 -0.554
H 1.4527 -4.4314 -1.2816 0.067 0.016 0.083 0.125
H -3.7358 -2.1595 3.8799 -0.008 0.127 -0.074 0.409
H -4.6542 -0.5649 2.6227 0.079 0.053 0.018 0.453
C -1.2378 -4.9739 -3.9617 -0.125 -0.103 -0.152 -0.738
N 0.4247 1.6198 4.1835 -1.691 -1.699 -0.221 -0.598
C 3.0657 -0.5155 -4.4114 0.075 -0.102 0.205 -0.473
C -3.9036 3.6593 -2.7725 -0.184 0.007 -0.102 -0.224
C 2.2192 -1.5753 -1.1825 -0.247 -0.074 -0.192 -0.836
H 3.8514 5.1247 2.2619 -0.042 0.003 -0.024 0.321
C -1.0112 4.7464 -0.7658 0.289 0.325 0.125 -0.193
C -3.7769 0.0999 -2.0037 -0.118 -0.331 -0.192 0.650
C 3.0495 4.1612 4.0214 -0.181 -0.251 0.578 1.049
H -0.9067 -2.9295 -4.4855 -0.126 0.111 -0.103 0.384
H -2.5258 -2.7317 -1.0655 0.138 -0.088 0.018 0.234
C 0.3574 -3.5065 -2.8732 0.275 0.327 0.157 0.380
O -4.7126 4.2665 -3.4834 0.093 0.330 0.061 -0.766
H 0.3473 -3.5690 1.9285 -0.092 0.103 0.038 0.476
H -3.7927 -3.5558 -3.0408 0.075 -0.115 0.069 0.488
C 2.8749 3.6672 6.7605 -0.025 -0.065 -0.043 -0.749
N 1.4878 -1.0499 -0.0467 0.098 0.073 0.258 0.807
N -1.9446 3.9636 -1.2831 -0.234 -0.357 -0.121 0.096
C -3.8140 -2.5125 -2.7651 -0.093 0.100 -0.017 -0.659
H 2.6717 -3.4977 1.0168 -0.012 -0.035 0.002 0.200
C -1.5404 6.5414 -2.2423 0.054 -0.107 0.059 -0.297
H -1.3767 7.5378 -2.6379 0.019 -0.004 0.054 0.371
H 0.0155 6.6389 -0.7556 0.051 -0.055 0.057 0.430
H -1.9911 -5.1301 -4.7268 -0.013 0.030 0.004 0.413
H -0.4244 -1.3155 0.7189 -0.118 -0.228 -0.071 -0.802
H -5.1267 -1.9095 -4.3612 -0.017 -0.029 -0.084 0.364
H -0.0100 0.4803 -2.4347 0.097 0.105 0.062 0.312
H -1.3666 -6.9860 -3.2146 0.004 0.024 0.012 0.326
H 0.2058 -2.6638 -0.2397 -0.147 0.054 0.012 -0.567
H 4.6587 5.4852 4.5359 -0.021 0.013 -0.026 0.348
H 3.3185 -1.1439 2.7926 0.054 0.035 0.045 0.510
C 2.0260 3.0244 5.8946 -0.041 -0.017 0.308 -0.462
H 4.3033 0.6528 -5.7154 -0.008 0.018 0.038 0.351
H 3.1268 -3.1899 -7.1619 -0.024 0.001 0.006 0.358
C -2.8685 -1.6729 4.3052 -0.272 -0.225 0.029 -0.816
H -2.9479 -2.8952 6.0613 -0.009 -0.078 -0.015 0.372
C 3.9156 4.7956 4.9238 0.056 0.023 0.042 -0.897
H 4.5136 5.0490 6.9641 0.020 0.028 -0.044 0.355
C 2.3872 -2.8632 1.8610 -0.017 -0.033 0.120 -0.885
H 0.6133 -1.9903 2.6769 -0.080 -0.015 0.093 -0.135
H 3.0406 0.2492 -3.6467 -0.055 0.182 0.052 0.251
C 1.2097 2.5394 3.6078 0.203 0.525 -1.045 -0.281
C -0.5997 -0.5555 5.4337 -0.103 0.283 -0.419 -0.277
C -0.8885 -6.0169 -3.1173 -0.077 -0.156 0.012 -0.517
H -3.2045 6.0838 -3.5376 -0.042 -0.071 0.044 0.433
H -4.0525 0.0649 1.0629 -0.036 -0.096 -0.013 -0.105
N -0.4336 0.9286 3.4930 1.752 1.970 -0.436 0.469
C 2.3061 -0.4894 1.0009 0.269 0.045 0.183 -0.409
H 2.9756 0.2568 0.5669 -0.071 0.112 0.023 0.721
C 3.7943 -1.2399 -6.5795 0.031 -0.073 -0.092 -0.386
C 3.7743 -0.2836 -5.5732 0.182 0.139 -0.172 -0.656
C -3.1112 -2.0477 -1.6657 0.069 -0.346 -0.097 -0.427
C 0.4675 -1.9211 0.5128 -0.240 0.043 0.180 0.787
C -4.5156 -0.2669 -3.1292 0.059 -0.014 -0.037 -0.597
C -0.7612 6.0386 -1.2098 -0.029 0.046 0.004 -0.651
C 2.0872 3.2351 4.5057 0.357 0.244 0.006 1.083
C 2.3600 -1.7018 -4.1915 -0.199 0.004 -0.153 0.542
C 2.2434 3.8255 1.7728 0.538 0.392 -0.056 -0.615
H 4.1115 -1.6830 1.3132 0.013 0.044 0.035 0.287
C -4.5436 -1.5943 -3.5062 0.065 0.021 0.091 -0.670
C -3.8115 1.5409 -1.5502 -0.785 0.443 -0.272 0.061
H 0.3545 -6.6140 -1.4780 0.010 0.043 -0.010 0.374
N -3.9848 2.3616 -2.5591 0.206 -0.434 -0.391 -0.320
H 2.7808 -2.4988 -0.9511 0.055 -0.089 -0.096 0.099
C 1.2460 2.8601 2.1913 -0.289 -0.270 0.428 -0.142
Si 1.0949 -1.7427 -2.7353 -0.821 0.818 0.141 -0.495
H 0.3020 -0.1220 5.8403 0.040 0.014 -0.007 0.403
H 2.9789 -0.8303 -1.4270 0.114 0.059 -0.182 0.491
C 3.8398 4.5546 6.2740 0.193 0.170 0.119 -0.455
C -1.0631 -0.0571 4.2065 -0.472 -0.976 1.061 0.200


(2)
105
Properties=species:S:1:pos:R:3:forces:R:3:lowdin_spin:R:1 method="wB97M-V/def2-TZVPD" s_squared=2.02 charge=-1 homo_lumo_gap_ev="6.67 / 5.89" spin_multiplicity=3 relative_energy_kj_mol=0.0
C 2.6354 -3.5592 -0.3547 0.521 -0.230 -0.056 0.000
H 5.6623 -0.7958 -1.4010 -0.138 0.073 -0.072 0.000
C -3.1924 -1.4326 3.0683 -0.360 0.037 0.135 0.000
S 1.0866 0.7122 -1.5315 0.057 0.361 -0.062 0.030
C 3.5669 0.0193 0.5895 0.153 -0.434 -0.550 0.001
N -0.8851 -2.4534 -3.3299 0.288 0.318 0.289 0.011
Sb -0.2043 1.6078 1.8051 0.444 -0.017 0.001 0.001
H -3.9990 -1.6482 -4.7726 0.488 0.087 0.216 0.000
H 3.2186 2.0164 -0.0642 0.009 -0.058 0.177 0.000
C 5.1786 -0.9663 -2.3606 -0.359 -0.118 -0.062 0.001
H 0.7522 4.2693 2.1539 -0.074 -0.149 0.301 0.000
C 1.0698 -1.1989 2.9302 0.188 0.416 0.306 0.000
Co -0.5051 -0.5939 -2.4332 -0.236 -0.182 -0.133 1.905
C 0.1507 2.7872 3.6076 -0.194 -0.256 -0.534 0.000
C 0.7407 -4.9143 0.1894 0.193 0.013 -0.192 0.000
H 7.0388 -0.9625 -3.3895 -0.266 -0.218 -0.221 0.000
C -4.6988 -0.6822 -2.1870 0.039 0.498 0.383 -0.002
H -2.9068 -3.3989 3.8533 -0.118 -0.298 0.147 0.000
H -3.2208 0.5685 2.3073 0.023 -0.196 -0.027 0.000
C -1.2527 3.1059 -1.0871 -0.067 0.449 0.223 -0.001
C -3.1598 -0.1494 -0.7298 0.555 -0.117 -0.357 -0.001
C 0.4713 -2.5511 -0.1566 0.443 -0.088 0.265 0.009
H 1.5112 -0.3893 3.5443 -0.272 -0.188 -0.230 0.000
Ge 2.5865 -0.6989 -0.9494 -0.077 -0.299 0.042 0.009
H -1.3747 2.1046 -1.4781 0.185 -0.344 -0.199 -0.001
C 0.6071 4.0372 3.2168 0.210 0.456 -0.200 0.000
C 3.2067 -1.2480 -3.7042 0.035 -0.168 -0.319 0.001
H -4.6488 3.9564 2.9940 -0.029 0.004 -0.059 0.000
C -3.9786 3.7591 2.1618 -1.159 0.808 0.493 0.000
C -0.4332 -1.2416 2.9885 -0.038 0.310 -0.293 0.000
H 2.1239 -1.2544 -3.8016 0.025 0.019 0.028 0.001
C -2.5937 -0.2669 2.6083 -0.128 0.101 0.149 0.000
H 1.4996 -2.1252 3.2994 0.056 -0.195 -0.044 0.000
H -3.5650 4.4682 -1.1067 0.131 -0.091 0.240 0.000
H -2.5860 0.1571 0.1168 0.157 0.137 0.238 0.000
H 1.2270 6.0064 3.7779 -0.062 -0.134 0.177 0.000
H 3.6963 -3.4606 -0.5898 -0.134 -0.124 0.056 0.000
C 4.1841 1.9626 1.8591 -0.052 0.164 0.256 0.000
H -0.2047 3.2406 -0.7829 -0.299 -0.177 -0.136 0.000
H 1.4280 -1.0418 1.9121 -0.058 -0.014 0.046 0.000
C -0.0055 2.5217 4.9636 -0.256 -0.656 0.229 0.000
C -0.0593 -3.7938 0.1329 -0.717 0.434 0.161 0.002
H 0.9641 5.5503 6.2082 -0.097 -0.095 0.129 0.000
N -2.5326 -0.6276 -1.8010 -0.033 0.212 0.416 0.015
N -3.4886 -0.9409 -2.6931 0.726 -0.066 -0.055 -0.002
C 2.1011 -4.8027 -0.0576 0.097 -0.317 0.035 0.002
C -2.8526 3.0181 2.3955 0.427 0.047 -0.441 0.000
C 0.8846 5.0372 4.1380 0.043 0.161 -0.212 0.000
H -0.1557 -1.6646 -0.1638 -0.101 -0.038 -0.101 0.006
H -2.6499 2.6913 3.4041 0.079 -0.223 0.100 0.000
H -1.5717 0.9955 5.1955 0.304 0.222 -0.069 0.000
C -0.5290 1.1992 5.4899 -0.064 -0.478 -0.331 0.000
C 3.9976 -1.4236 -4.8350 -0.470 0.183 -0.064 0.000
C 3.7857 -1.0421 -2.4619 0.253 0.143 0.526 0.001
N -2.3071 -0.1306 -4.7824 0.408 0.345 0.088 -0.002
H 5.1008 1.6362 3.7456 0.075 -0.099 0.320 0.000
C -2.6305 0.6540 -5.8396 0.269 -0.158 0.384 -0.002
C -1.0955 -4.5418 -4.0987 -0.318 0.206 -0.077 0.000
H 5.9779 -1.4608 -5.6207 0.178 0.026 -0.075 0.000
C -2.1994 3.3022 0.0725 -0.001 0.015 0.489 0.000
H 0.6369 -3.8265 -2.9066 0.126 0.116 0.169 0.000
H -3.4654 0.4279 -6.4702 -0.256 -0.091 -0.061 0.000
C 0.3088 3.5108 5.8807 -0.087 0.578 0.247 0.000
C -4.5328 -0.1357 -0.9203 -0.255 -0.437 -0.470 0.000
C 5.3753 -1.3505 -4.7325 0.071 0.081 0.052 0.000
H -0.4420 -3.2304 3.7552 0.037 -0.047 -0.021 0.000
H -5.5765 -0.8619 -2.7606 -0.427 -0.090 -0.287 0.000
H 2.7380 -5.6848 -0.0370 -0.090 0.121 -0.001 0.000
H -5.1456 4.9079 0.7509 0.065 -0.053 0.025 0.000
C -3.3575 4.0574 -0.1151 -0.376 0.338 -0.204 0.000
H -1.6704 2.4931 -6.6014 -0.053 0.120 -0.269 0.000
C -1.2134 -0.1402 2.5656 0.237 -0.435 0.294 0.000
C -0.8314 1.4451 -4.8354 -0.119 -0.128 -0.046 -0.001
H -5.2771 0.2017 -0.2345 -0.322 0.060 0.181 0.000
C 0.7226 4.7776 5.4889 0.263 -0.054 -0.232 0.000
C -2.1904 -3.7922 -4.4821 -0.038 -0.259 -0.179 -0.003
C 4.1152 -0.7791 1.5831 -0.075 -0.398 -0.228 0.000
N -1.2009 0.3596 -4.1770 -0.136 -0.020 0.013 0.019
N -2.0387 -2.5449 -4.0071 -0.300 0.194 -0.136 -0.003
C -2.4318 -2.5014 3.5071 -0.184 0.436 -0.391 0.000
H 3.5021 -1.5358 -5.8000 0.243 -0.139 0.158 0.000
H 4.1567 3.0375 2.0038 0.090 -0.008 -0.136 0.000
C 3.6418 1.3879 0.7187 -0.139 0.753 0.026 0.000
H -1.4670 3.8107 -1.9027 -0.015 -0.145 0.256 0.000
H 0.2852 -5.8654 0.3766 -0.063 -0.448 0.155 0.000
C -1.7093 1.6771 -5.9110 0.129 -0.042 0.276 0.000
H -0.5111 1.1807 6.5783 0.122 0.029 0.068 0.000
H 5.0398 -0.8368 3.5116 0.175 -0.238 0.042 0.000
C 5.9591 -1.1017 -3.4956 0.584 0.073 0.026 0.000
C -0.3146 -3.6462 -3.3736 0.267 0.027 0.006 0.000
H -1.1262 -3.8525 0.3156 -0.016 -0.185 0.003 0.000
H 0.1755 3.3096 6.9320 0.020 -0.091 0.220 0.000
H -4.2701 -1.5025 3.1062 -0.128 0.046 -0.058 0.000
C 1.8370 -2.4332 -0.3937 -0.190 0.720 -0.395 0.002
H 0.0385 1.9960 -4.4969 -0.137 -0.085 -0.100 0.000
C -4.2568 4.3101 0.9187 0.565 -0.536 -0.246 0.000
H -3.0422 -4.0681 -5.0782 -0.122 0.077 0.024 0.000
C 4.6765 -0.2192 2.7056 0.123 0.340 0.781 0.000
H -0.8839 -5.5684 -4.3009 -0.008 -0.315 -0.114 0.000
H 0.0463 0.3296 5.1169 -0.187 0.514 0.211 0.000
H 4.0707 -1.8590 1.4896 -0.032 -0.025 0.041 0.000
C -1.9597 2.7638 1.3589 0.131 -0.017 -0.433 0.000
C 4.6905 1.1598 2.8725 -0.076 0.139 -0.609 0.000
C -1.0611 -2.3999 3.4377 0.600 0.048 0.171 0.000
B -3.0078 -1.3304 -4.1068 -0.901 -0.545 -0.705 0.000